{
  "formula": "C8H17LuO3P2",
  "method": "ωB97M-V/def2-TZVPD",
  "lumo_energy_ev": [0.590, 0.565],
  "multiplicity": 1,
  "e_homo_ev": [-4.225, -4.132],
  "relative_energy_kj_mol": 0.0,
  "elements": ["C", "C", "C", "C", "C", "Lu", "P", "H", "H", "H", "H", "H", "H", "H", "H", "C", "O", "P", "O", "C", "O", "C", "H", "H", "H", "H", "H", "H", "H", "H", "H"],
  "xyz": [[0.108, 0.855, -2.071], [-0.963, -0.073, -2.214], [-2.043, 0.366, -1.412], [-1.670, 1.607, -0.804], [-0.343, 1.910, -1.202], [-0.318, -0.099, 0.123], [2.426, -0.278, 0.494], [0.987, 0.884, -2.676], [-0.927, -1.015, -2.786], [-2.993, -0.152, -1.325], [0.191, 2.840, -1.024], [-2.255, 2.190, -0.083], [3.197, 0.877, 0.891], [3.309, -0.908, -0.451], [2.838, -1.138, 1.573], [1.714, -0.862, 3.982], [0.593, -0.064, 3.462], [-0.382, -1.076, 2.637], [-1.149, -1.805, 3.857], [-0.634, -3.165, 4.043], [-1.773, -0.094, 1.904], [-2.769, -0.942, 1.309], [2.678, -0.344, 3.867], [1.803, -1.840, 3.483], [1.411, -1.010, 5.017], [-0.208, -3.542, 3.104], [0.182, -3.147, 4.766], [-1.417, -3.853, 4.374], [-2.359, -1.581, 0.500], [-3.214, -1.621, 2.034], [-3.568, -0.357, 0.858]],
  "nbo_charge": [-0.40, -0.37, -0.42, -0.38, -0.39, 0.86, 0.01, 0.24, 0.25, 0.24, 0.25, 0.24, 0.02, 0.01, 0.02, -0.29, -0.83, 1.43, -0.84, -0.28, -0.84, -0.28, 0.20, 0.18, 0.20, 0.20, 0.18, 0.20, 0.18, 0.21, 0.20]
}

***

{
  "formula": "C8H17MnO3P2",
  "method": "ωB97M-V/def2-TZVPD",
  "charge": -1,
  "lumo_energy_ev": [3.140, 3.011],
  "multiplicity": 6,
  "e_homo_ev": [0.518, -2.798],
  "relative_energy_kj_mol": 197.4,
  "elements": ["C", "C", "C", "C", "C", "Mn", "P", "H", "H", "H", "H", "H", "H", "H", "H", "C", "O", "P", "O", "C", "O", "C", "H", "H", "H", "H", "H", "H", "H", "H", "H"],
  "xyz": [[1.808, 0.621, -2.570], [0.751, 0.825, -3.658], [0.002, -0.329, -4.001], [0.264, -1.339, -3.051], [1.362, -1.076, -2.070], [0.169, 0.432, -1.651], [0.299, 2.252, -0.293], [2.673, 1.330, -2.385], [0.485, 1.762, -4.235], [-0.771, -0.367, -4.843], [1.570, -1.852, -1.275], [-0.355, -2.234, -3.134], [-0.558, 2.817, 0.649], [0.742, 3.400, -1.017], [1.372, 2.289, 0.618], [0.256, -2.340, 2.622], [0.351, -2.017, 1.167], [-0.074, -0.465, 0.807], [0.733, 0.474, 1.923], [0.471, 0.864, 3.316], [-1.631, -0.435, 1.379], [-2.789, -0.113, 0.547], [0.627, -3.380, 2.705], [-0.812, -2.336, 2.976], [0.899, -1.677, 3.277], [-0.054, 0.074, 3.971], [1.485, 1.077, 3.781], [-0.057, 1.833, 3.334], [-2.697, 0.961, 0.255], [-3.632, -0.327, 1.248], [-2.890, -0.722, -0.391]],
  "lowdin_spin": [0.00, 0.01, 0.11, 0.04, 0.01, 3.89, 0.21, 0.01, 0.01, 0.01, 0.01, 0.01, 0.06, 0.02, 0.06, 0.02, 0.03, 0.12, 0.04, 0.06, 0.04, 0.12, 0.00, 0.01, 0.00, 0.01, 0.01, 0.02, 0.04, 0.02, 0.02]
}

***

{
  "formula": "C8H17N",
  "method": "ωB97M-V/def2-TZVPD",
  "lumo_energy_ev": [0.854, -0.637],
  "multiplicity": 1,
  "e_homo_ev": [-8.624, -6.351],
  "relative_energy_kj_mol": 416.1,
  "elements": ["C", "C", "C", "N", "H", "H", "H", "H", "H", "H", "H", "C", "C", "C", "C", "C", "H", "H", "H", "H", "H", "H", "H", "H", "H", "H"],
  "xyz": [[-2.146, 1.365, -0.290], [-1.650, -1.130, 0.125], [-1.067, 0.363, -0.704], [-0.973, 0.088, -1.987], [-0.036, -0.030, -2.360], [-1.854, 2.341, -0.683], [-3.108, 1.103, -0.727], [-2.602, -1.152, -0.400], [-1.859, -0.998, 1.186], [-1.116, -2.045, -0.115], [-2.265, 1.425, 0.792], [1.607, -1.408, -0.330], [0.918, -0.864, 2.051], [1.401, 1.602, -0.770], [0.876, -0.514, 0.602], [0.496, 0.797, 0.150], [0.158, 1.414, 0.982], [2.655, -1.099, -0.407], [1.622, -2.447, 0.002], [0.286, -0.216, 2.656], [1.944, -0.758, 2.425], [0.661, -1.913, 2.212], [1.167, -1.327, -1.335], [1.466, 1.126, -1.750], [0.996, 2.603, -0.923], [2.425, 1.674, -0.404]],
  "nbo_charge": [-0.62, -0.58, 0.18, -0.53, 0.33, 0.21, 0.22, 0.21, 0.20, 0.21, 0.21, -0.68, -0.67, -0.62, 0.13, -0.30, 0.20, 0.21, 0.22, 0.21, 0.21, 0.21, 0.21, 0.19, 0.22, 0.21]
}

***

{
  "formula": "C8H17N2O",
  "method": "ωB97M-V/def2-TZVPD",
  "charge": 1,
  "lumo_energy_ev": -3.256,
  "multiplicity": 1,
  "e_homo_ev": -11.863,
  "relative_energy_kj_mol": 259.4,
  "smiles": "CC(C)=C/N=C(\\C)[NH2+][C@@H](C)O",
  "elements": ["C", "C", "C", "C", "N", "C", "C", "N", "C", "C", "O", "H", "H", "H", "H", "H", "H", "H", "H", "H", "H", "H", "H", "H", "H", "H", "H", "H"],
  "xyz": [[-1.837, -3.155, -0.182], [-0.951, -2.020, 0.025], [0.539, -2.238, 0.150], [-1.597, -0.828, -0.090], [-1.104, 0.456, 0.027], [-0.374, 0.911, 0.942], [-0.151, 0.662, 2.419], [0.349, 2.273, 0.570], [0.932, 2.308, -0.836], [-0.076, 2.924, -1.822], [2.154, 2.932, -0.622], [-2.844, -2.948, 0.186], [-1.404, -4.127, 0.188], [-1.956, -3.318, -1.230], [1.147, -1.260, 0.048], [0.927, -2.992, -0.523], [0.695, -2.753, 1.209], [-2.720, -0.796, -0.199], [0.948, 0.440, 2.684], [-0.728, -0.217, 2.856], [-0.528, 1.603, 2.866], [-0.214, 3.177, 0.402], [1.004, 2.468, 1.303], [1.105, 1.201, -1.162], [0.420, 2.867, -2.911], [-0.820, 2.251, -1.750], [-0.493, 3.861, -1.542], [2.586, 3.178, -1.358]],
  "nbo_charge": [-0.65, 0.03, -0.65, -0.10, -0.40, 0.47, -0.73, -0.60, 0.27, -0.66, -0.71, 0.23, 0.23, 0.24, 0.21, 0.24, 0.24, 0.22, 0.26, 0.29, 0.25, 0.45, 0.45, 0.19, 0.26, 0.24, 0.22, 0.49]
}

***

{
  "formula": "C8H17N2O",
  "method": "ωB97M-V/def2-TZVPD",
  "charge": 1,
  "lumo_energy_ev": -4.329,
  "multiplicity": 1,
  "e_homo_ev": -13.198,
  "relative_energy_kj_mol": 106.8,
  "smiles": "CC(C)=[NH+]CC(=O)NC(C)C",
  "elements": ["C", "C", "C", "N", "C", "C", "O", "N", "C", "C", "C", "H", "H", "H", "H", "H", "H", "H", "H", "H", "H", "H", "H", "H", "H", "H", "H", "H"],
  "xyz": [[-2.254, 0.872, 1.600], [-2.461, 0.125, 0.355], [-3.200, -1.165, 0.354], [-1.753, 0.409, -0.701], [-0.914, 1.575, -0.868], [0.579, 1.428, -0.259], [0.938, 2.187, 0.592], [1.133, 0.261, -0.603], [2.357, -0.248, -0.041], [3.477, -0.077, -1.104], [2.264, -1.656, 0.427], [-2.022, -0.062, 2.186], [-3.231, 1.297, 2.033], [-1.480, 1.614, 1.619], [-2.989, -1.811, 1.167], [-2.867, -1.493, -0.577], [-4.365, -0.970, 0.329], [-1.985, -0.280, -1.454], [-1.383, 2.603, -0.436], [-0.836, 1.800, -2.028], [0.623, -0.414, -1.200], [2.657, 0.442, 0.770], [3.639, 0.959, -1.423], [4.376, -0.539, -0.572], [3.244, -0.727, -2.046], [3.201, -2.079, 0.762], [1.670, -2.366, -0.232], [1.582, -1.682, 1.350]],
  "nbo_charge": [-0.71, 0.51, -0.66, -0.47, -0.38, 0.68, -0.57, -0.61, -0.08, -0.60, -0.62, 0.27, 0.29, 0.27, 0.27, 0.21, 0.29, 0.43, 0.28, 0.26, 0.39, 0.24, 0.23, 0.22, 0.20, 0.25, 0.21, 0.21]
}

***

{
  "formula": "C8H17N2O",
  "method": "ωB97M-V/def2-TZVPD",
  "charge": 1,
  "lumo_energy_ev": -4.368,
  "multiplicity": 1,
  "e_homo_ev": -13.308,
  "relative_energy_kj_mol": 352.7,
  "smiles": "CC(C)=[NH+]CC(=O)NC(C)C",
  "elements": ["C", "C", "C", "N", "C", "C", "O", "N", "C", "C", "C", "H", "H", "H", "H", "H", "H", "H", "H", "H", "H", "H", "H", "H", "H", "H", "H", "H"],
  "xyz": [[1.747, 0.114, -1.484], [2.126, -0.189, 0.004], [3.056, -1.209, 0.317], [1.785, 0.604, 0.987], [0.715, 1.588, 0.858], [-0.370, 1.016, -0.130], [-0.971, 1.676, -0.964], [-0.699, -0.315, 0.192], [-2.076, -0.751, 0.101], [-2.476, -0.543, -1.364], [-2.797, 0.044, 1.177], [0.882, 0.856, -1.322], [1.555, -0.827, -2.046], [2.547, 0.445, -2.149], [3.967, -0.664, -0.223], [2.823, -2.130, -0.377], [3.525, -1.475, 1.349], [1.946, 0.593, 2.033], [0.937, 2.707, 0.759], [0.209, 1.543, 1.868], [-0.308, -0.647, 0.874], [-2.017, -1.812, 0.533], [-2.562, 0.454, -1.806], [-1.562, -0.915, -1.878], [-3.240, -1.119, -1.828], [-2.766, 1.141, 0.975], [-2.105, 0.022, 2.070], [-3.870, -0.207, 1.474]],
  "nbo_charge": [-0.69, 0.50, -0.73, -0.50, -0.34, 0.64, -0.54, -0.61, -0.05, -0.64, -0.62, 0.27, 0.28, 0.29, 0.30, 0.29, 0.29, 0.46, 0.28, 0.24, 0.34, 0.22, 0.26, 0.20, 0.23, 0.22, 0.18, 0.25]
}

***

What are the max |F| values for these records? In order: 0.056 0.060 0.097 0.099 0.083 0.229 hartree/bohr.